{"formula": "H12O6", "method": "wB97M-V/def2-TZVPD", "mol_weight_g_mol": 108.09, "energy_ha": -458.62400, "e_above_lowest_kj_mol": 127.27, "spin_multiplicity": 1, "e_homo_ev": -10.232, "lumo_ev": -0.15, "smiles": "O.O.O.O.O.O", "homo_lumo_gap_ev": 10.081, "species": ["O", "H", "H", "O", "H", "H", "O", "H", "H", "O", "H", "H", "O", "H", "H", "O", "H", "H"], "xyz": [[2.190475, 1.847705, -1.541722], [1.304210, 2.018583, -1.208348], [2.356137, 2.530260, -2.199409], [0.221728, -0.405512, -0.144545], [0.512095, -0.527456, 0.764790], [-0.722662, -0.199080, -0.080836], [2.513402, 0.633551, 2.796964], [1.742763, 0.289353, 3.257943], [2.163234, 1.180354, 2.086711], [-3.420748, -2.322040, 1.090636], [-4.376657, -2.385341, 1.172805], [-3.238531, -1.377238, 1.041085], [-2.666823, 0.285099, -0.101033], [-2.928146, -0.313241, -0.812857], [-2.579982, 1.151106, -0.512846], [2.562719, -0.964800, -2.132201], [2.302623, -0.037662, -2.039854], [2.064163, -1.403640, -1.437282]], "forces_ev_per_a": [[0.0, 0.1, 0.0], [0.0, -0.1, 0.0], [0.0, 0.0, 0.0], [0.0, 0.3, 0.1], [0.0, -0.1, 0.0], [0.0, -0.1, 0.1], [-0.1, -0.1, 0.0], [0.0, 0.0, 0.1], [0.1, 0.0, 0.0], [0.0, 0.0, -0.1], [0.0, 0.0, 0.0], [0.0, 0.0, 0.1], [0.1, -0.1, -0.1], [0.0, 0.0, 0.0], [-0.1, 0.0, 0.0], [0.0, -0.1, -0.1], [0.1, 0.0, 0.1], [-0.1, 0.0, 0.0]]}